{
  "formula": "C16H16N2O3",
  "method": "ωB97M-V with the def2-TZVPD basis set",
  "symbols": ["C", "H", "H", "H", "O", "C", "C", "C", "C", "C", "C", "O", "C", "H", "H", "H", "H", "C", "C", "C", "N", "C", "C", "C", "H", "H", "H", "H", "C", "C", "O", "N", "H", "H", "H", "H", "H"],
  "positions_angstrom": [[1.91782, 4.38140, 0.09859], [0.96992, 4.71569, 0.53259], [2.61975, 4.12879, 0.89989], [2.33779, 5.18490, -0.50482], [1.73329, 3.30726, -0.78885], [1.22435, 2.12859, -0.30663], [0.85120, 1.95813, 1.02030], [0.32027, 0.75999, 1.48059], [0.15343, -0.31090, 0.60676], [0.54385, -0.14769, -0.70844], [1.07237, 1.04595, -1.19364], [1.37676, 1.01030, -2.52149], [2.07647, 2.06254, -3.14663], [2.24923, 1.71841, -4.16632], [1.49140, 2.98403, -3.16776], [3.03563, 2.25456, -2.66111], [0.45040, -0.96046, -1.41108], [-0.38342, -1.60967, 1.15786], [-1.06127, -2.45675, 0.11526], [-0.73372, -3.79713, -0.05596], [-1.31683, -4.59192, -0.93497], [-2.26809, -4.08751, -1.69981], [-2.67992, -2.76488, -1.62202], [-2.06552, -1.93943, -0.69724], [-2.35134, -0.90032, -0.61224], [-3.45933, -2.39147, -2.26816], [-2.71598, -4.77521, -2.40488], [0.04068, -4.25809, 0.54500], [-1.37253, -1.30735, 2.29213], [-0.79421, -0.37451, 3.33526], [-1.02305, -0.45452, 4.52182], [-0.02119, 0.62054, 2.82424], [0.31118, 1.31898, 3.47622], [-1.69425, -2.22563, 2.78427], [-2.26044, -0.81630, 1.88161], [0.45936, -2.17757, 1.57570], [0.96593, 2.76723, 1.72394]],
  "nbo_charge": [-0.251, 0.177, 0.177, 0.203, -0.506, 0.237, -0.339, 0.226, -0.086, -0.233, 0.310, -0.511, -0.240, 0.189, 0.182, 0.178, 0.233, -0.247, -0.059, 0.034, -0.408, 0.031, -0.251, -0.168, 0.220, 0.220, 0.193, 0.190, -0.489, 0.684, -0.596, -0.625, 0.409, 0.245, 0.230, 0.224, 0.216],
  "max_force_ha_per_bohr": 0.0129,
  "smiles": "COc1cc2c(cc1OC)[C@H](c1cccnc1)CC(=O)N2",
  "homo_energy_ev": -7.8197,
  "mol_weight_da": 284.3,
  "total_charge": 0,
  "e_above_lowest_ev": 1.572
}

=====

{
  "formula": "C16H16N2O4",
  "method": "ωB97M-V with the def2-TZVPD basis set",
  "symbols": ["C", "C", "C", "C", "C", "C", "C", "C", "C", "H", "H", "H", "H", "H", "H", "H", "H", "H", "H", "H", "C", "N", "O", "O", "C", "C", "C", "C", "N", "O", "O", "C", "C", "H", "H", "H", "H", "H"],
  "positions_angstrom": [[-2.45796, -1.32422, 2.22472], [-1.77891, -0.04704, 1.70382], [-2.43978, 1.20146, 2.27012], [-0.23301, -0.01806, 2.06560], [0.47254, 1.18408, 2.31089], [1.85244, 1.17965, 2.56034], [2.55488, -0.02251, 2.64336], [1.83824, -1.22226, 2.57085], [0.46001, -1.19729, 2.32504], [-2.08253, -2.19380, 1.66620], [-2.30866, -1.51339, 3.28973], [-3.53326, -1.31610, 2.01625], [-2.03734, 2.12848, 1.84109], [-3.52550, 1.22819, 2.12940], [-2.22725, 1.20917, 3.34634], [-0.03984, 2.14571, 2.35853], [2.38639, 2.14024, 2.65966], [3.63475, -0.02974, 2.80439], [2.34951, -2.17571, 2.67890], [-0.08202, -2.13697, 2.34696], [-1.91636, -0.11991, 0.16372], [-1.04466, 1.00219, -0.54264], [0.15368, 0.70827, -0.75800], [-1.57073, 2.08864, -0.82424], [-3.32612, -0.17081, -0.42439], [-4.08510, 0.99851, -0.61922], [-5.36056, 0.94498, -1.15761], [-5.95059, -0.28843, -1.45194], [-7.36299, -0.34440, -1.60340], [-7.93629, -1.43995, -1.80090], [-7.99580, 0.73689, -1.48970], [-5.17406, -1.45588, -1.37380], [-3.87670, -1.39669, -0.86714], [-1.36010, -0.99786, -0.16449], [-3.63360, 1.97239, -0.47272], [-5.91097, 1.85942, -1.30864], [-5.61412, -2.38255, -1.71928], [-3.23803, -2.29217, -0.90114]],
  "nbo_charge": [-0.614, -0.071, -0.626, -0.016, -0.222, -0.192, -0.212, -0.223, -0.172, 0.208, 0.235, 0.226, 0.222, 0.224, 0.228, 0.217, 0.218, 0.218, 0.216, 0.201, -0.116, 0.525, -0.353, -0.381, -0.051, -0.149, -0.178, 0.020, 0.496, -0.369, -0.376, -0.190, -0.150, 0.240, 0.248, 0.252, 0.251, 0.218],
  "max_force_ha_per_bohr": 0.0729,
  "smiles": "CC(C)(c1ccccc1)[C@@H](c1ccc([N+](=O)[O-])cc1)[N+](=O)[O-]",
  "homo_energy_ev": -9.4618,
  "mol_weight_da": 300.3,
  "total_charge": 0,
  "e_above_lowest_ev": 7.314
}

=====

{
  "formula": "C16H16N2O5",
  "method": "ωB97M-V with the def2-TZVPD basis set",
  "symbols": ["O", "C", "N", "H", "C", "H", "H", "C", "O", "H", "C", "H", "H", "O", "C", "C", "C", "C", "C", "C", "H", "H", "N", "O", "O", "H", "H", "H", "C", "C", "C", "C", "C", "C", "H", "H", "H", "H", "H"],
  "positions_angstrom": [[-1.74841, -2.26204, -0.70272], [-1.02259, -1.63828, 0.04634], [-1.51729, -0.79012, 0.98743], [-0.87964, -0.19977, 1.49497], [-2.93327, -0.54656, 1.10759], [-3.44047, -1.51802, 1.11606], [-3.13289, -0.03389, 2.05086], [-3.52215, 0.27493, -0.06004], [-4.90502, 0.46437, 0.13750], [-5.34722, -0.39082, 0.09853], [-2.91502, 1.68387, -0.20523], [-2.67755, 2.11122, 0.77068], [-3.67872, 2.30842, -0.67787], [-1.81574, 1.68194, -1.09318], [-0.53887, 1.63426, -0.68039], [0.39322, 1.32227, -1.68264], [1.73205, 1.23108, -1.39636], [2.17062, 1.45466, -0.09304], [1.26644, 1.80077, 0.90350], [-0.07823, 1.89474, 0.61510], [-0.75868, 2.18851, 1.39962], [1.63488, 1.99382, 1.89977], [3.55723, 1.31531, 0.22651], [4.32810, 1.07629, -0.68045], [3.88399, 1.43479, 1.39106], [2.45348, 0.97705, -2.15681], [0.02163, 1.14464, -2.67842], [-3.32905, -0.26664, -0.99722], [0.46357, -1.72742, 0.00696], [1.26086, -1.55725, 1.13512], [2.63735, -1.65756, 1.03387], [3.22986, -1.91969, -0.19098], [2.44069, -2.10120, -1.31506], [1.06500, -2.01397, -1.21514], [0.43246, -2.16494, -2.07669], [2.90060, -2.31464, -2.26795], [4.30450, -1.98293, -0.26761], [3.25036, -1.52591, 1.91300], [0.81390, -1.38130, 2.10331]],
  "nbo_charge": [-0.623, 0.653, -0.629, 0.409, -0.241, 0.215, 0.205, 0.059, -0.717, 0.478, -0.081, 0.173, 0.218, -0.484, 0.350, -0.216, -0.182, 0.037, -0.175, -0.333, 0.222, 0.250, 0.520, -0.385, -0.393, 0.252, 0.228, 0.194, -0.084, -0.209, -0.226, -0.197, -0.207, -0.193, 0.234, 0.218, 0.225, 0.225, 0.211],
  "max_force_ha_per_bohr": 0.0252,
  "smiles": "O=C(NC[C@@H](O)COc1ccc([N+](=O)[O-])cc1)c1ccccc1",
  "homo_energy_ev": -9.1760,
  "mol_weight_da": 316.3,
  "total_charge": 0,
  "e_above_lowest_ev": 3.651
}

=====

{
  "formula": "C16H16N4O2S3V",
  "method": "ωB97M-V with the def2-TZVPD basis set",
  "symbols": ["V", "S", "C", "S", "C", "C", "N", "C", "N", "C", "C", "S", "O", "C", "C", "H", "H", "H", "H", "H", "H", "H", "H", "H", "H", "C", "C", "C", "C", "C", "C", "C", "C", "N", "H", "H", "H", "H", "H", "H", "O", "N"],
  "positions_angstrom": [[0.07407, -1.14029, -0.16745], [2.40485, -1.66446, -0.08934], [2.10805, -1.40620, 1.58828], [0.44554, -1.63017, 2.03687], [3.06200, -0.98612, 2.47511], [4.41911, -0.82799, 2.08533], [5.52039, -0.69367, 1.77843], [2.69432, -0.60983, 3.79665], [2.36936, -0.26707, 4.84699], [-3.15091, -3.76836, -0.69830], [-4.03840, -2.54342, -0.53169], [-3.07776, -1.05904, -0.96015], [-1.98828, -1.00868, 0.09028], [-4.26828, 0.20939, -0.40546], [-3.97361, 1.53003, -1.10561], [-3.70224, -4.67044, -0.44030], [-2.28370, -3.69734, -0.04136], [-2.80338, -3.85935, -1.72856], [-4.37255, -2.41339, 0.49805], [-4.89726, -2.55656, -1.20475], [-4.10238, 0.28170, 0.66947], [-5.27709, -0.14956, -0.60632], [-2.95473, 1.85657, -0.89163], [-4.65383, 2.30532, -0.75608], [-4.08559, 1.43412, -2.18550], [-0.01957, 1.00104, -0.35809], [1.32905, 1.56456, -0.28533], [1.87921, 1.98993, 0.93119], [3.15397, 2.51767, 0.99359], [3.91463, 2.64564, -0.16736], [3.37456, 2.24463, -1.39206], [2.10493, 1.71886, -1.44601], [5.22381, 3.21872, -0.11979], [6.26328, 3.71018, -0.10802], [-0.51661, 1.18215, -1.31252], [-0.65333, 1.25367, 0.49165], [1.28629, 1.90702, 1.83554], [3.57459, 2.83413, 1.93923], [3.96430, 2.35342, -2.29246], [1.68664, 1.40946, -2.39759], [-0.03867, -2.39442, -2.69021], [0.00523, -1.82186, -1.67468]],
  "nbo_charge": [0.861, -0.014, -0.204, -0.035, -0.404, 0.284, -0.294, 0.289, -0.310, -0.629, -0.573, 1.241, -0.956, -0.572, -0.624, 0.239, 0.229, 0.219, 0.237, 0.234, 0.249, 0.233, 0.227, 0.235, 0.219, -0.697, -0.048, -0.179, -0.148, -0.196, -0.164, -0.164, 0.283, -0.310, 0.211, 0.225, 0.215, 0.232, 0.226, 0.198, -0.100, 0.037],
  "multiplicity": 4,
  "max_force_ha_per_bohr": 0.1357,
  "homo_energy_ev": [-8.3047, -8.2546],
  "mol_weight_da": 443.5,
  "total_charge": 0,
  "s_squared": 3.790
}

=====

{
  "formula": "C16H16N6O5S",
  "method": "ωB97M-V with the def2-TZVPD basis set",
  "symbols": ["O", "O", "N", "N", "N", "O", "O", "O", "S", "C", "C", "C", "C", "C", "C", "C", "C", "C", "C", "C", "C", "C", "N", "N", "N", "C", "C", "C", "H", "H", "H", "H", "H", "H", "H", "H", "H", "H", "H", "H", "H", "H", "H", "H"],
  "positions_angstrom": [[0.12124, -0.23711, -2.46740], [-1.48690, 0.53388, 3.64756], [-0.27802, 3.31927, 0.10523], [-0.54783, 3.48792, -2.30491], [1.49006, 3.75363, -3.58592], [-1.65928, 0.95870, -1.61071], [-0.16990, -4.63007, -0.29676], [-0.50990, -4.31406, 2.21066], [0.55602, 3.32564, 2.65251], [-0.79313, -0.06563, -1.63180], [-1.34924, 1.09480, 2.58530], [0.75867, 3.32190, 0.88458], [0.14384, 3.61657, -3.46716], [0.17312, 3.44079, -1.18761], [2.09297, 3.50613, -2.44784], [-0.43983, -2.33853, -0.97885], [-0.74526, -1.83213, 1.75391], [-0.39262, -3.34011, 0.00482], [-0.48869, -3.13217, 1.36330], [-0.79945, -1.08473, -0.53854], [1.54216, 3.36435, -1.19918], [-0.96443, -0.79244, 0.85031], [3.38312, 3.65476, -2.64544], [1.93120, 3.24868, 0.14163], [-0.98349, 0.53673, 1.37890], [1.20895, -5.00514, -0.52415], [-1.79816, -4.75774, 2.68001], [-1.25126, 2.67279, 2.77231], [-1.41571, 1.54312, -2.31508], [-0.39754, 3.53416, -4.44312], [-0.29594, -2.60099, -2.02542], [-0.89919, -1.68294, 2.86224], [4.00656, 3.32445, -1.96187], [3.56477, 3.34502, -3.55116], [2.83886, 2.86513, 0.46487], [-0.98462, 1.26196, 0.65440], [1.82571, -4.17853, -0.65526], [1.69330, -5.54751, 0.34645], [1.25693, -5.72731, -1.35902], [-2.24243, -5.27913, 1.84437], [-2.48425, -3.90581, 2.76281], [-1.72221, -5.42432, 3.56063], [-1.67678, 3.07502, 3.70387], [-1.81140, 3.09101, 1.96652]],
  "nbo_charge": [-0.614, -0.590, -0.540, -0.538, -0.494, -0.663, -0.521, -0.531, 0.251, 0.775, 0.671, 0.273, 0.276, 0.356, 0.393, -0.193, -0.221, 0.246, 0.252, -0.176, -0.047, 0.152, -0.748, -0.552, -0.634, -0.250, -0.248, -0.545, 0.519, 0.191, 0.255, 0.254, 0.365, 0.397, 0.433, 0.430, 0.180, 0.181, 0.191, 0.176, 0.180, 0.202, 0.259, 0.248],
  "max_force_ha_per_bohr": 0.0846,
  "smiles": "COc1cc(NC(=O)CSc2nc3ncnc(N)c3[nH]2)c(C(=O)O)cc1OC",
  "homo_energy_ev": -8.5330,
  "mol_weight_da": 404.4,
  "total_charge": 0,
  "e_above_lowest_ev": 3.183
}

=====

{
  "formula": "C16H16N7O4S2Ti",
  "method": "ωB97M-V with the def2-TZVPD basis set",
  "symbols": ["Ti", "O", "C", "O", "C", "C", "C", "C", "C", "N", "C", "O", "O", "H", "H", "H", "N", "C", "S", "N", "N", "C", "C", "C", "C", "C", "C", "N", "H", "H", "H", "H", "H", "H", "H", "C", "N", "C", "N", "S", "H", "H", "H", "H", "H", "H"],
  "positions_angstrom": [[0.57356, 0.61243, 0.32399], [2.95655, 0.78061, 3.60787], [2.05047, 0.55621, 2.85985], [2.06884, 0.71319, 1.54663], [0.69133, 0.07891, 3.30811], [0.28927, -0.27792, 4.58270], [-1.03302, -0.67189, 4.75779], [-1.91267, -0.68794, 3.67647], [-1.42086, -0.30193, 2.44621], [-0.15335, 0.05786, 2.29114], [-2.14649, -0.19974, 1.13140], [-3.29167, -0.51892, 0.95374], [-1.33912, 0.27431, 0.20424], [0.99757, -0.24062, 5.39783], [-1.38132, -0.96215, 5.73972], [-2.94801, -0.98117, 3.77481], [2.33773, 4.48436, -0.91622], [1.96204, 3.21152, -0.76173], [0.40779, 2.95026, 0.02139], [2.73321, 2.26912, -1.22885], [2.24776, 1.03541, -1.00921], [2.87198, 0.02932, -1.49801], [2.29835, -1.28021, -1.25010], [2.76175, -2.42966, -1.87422], [2.10685, -3.62544, -1.63757], [1.00471, -3.64270, -0.79460], [0.59550, -2.45847, -0.21193], [1.22974, -1.30417, -0.42780], [1.79617, 5.23540, -0.52799], [3.21615, 4.68455, -1.36608], [3.75875, 0.16036, -2.10720], [3.61362, -2.37589, -2.53655], [2.44749, -4.53493, -2.11310], [0.46446, -4.55438, -0.58689], [-0.26560, -2.42292, 0.44426], [-4.08607, -0.14707, -2.53949], [-2.63851, -0.21075, -2.63572], [-1.82372, 0.79933, -2.37884], [-2.33882, 1.98088, -2.04685], [-0.12831, 0.61123, -2.51785], [-4.49875, -1.10146, -2.85185], [-4.48610, 0.62744, -3.19636], [-4.39026, 0.03268, -1.50610], [-2.18897, -1.06664, -2.91714], [-3.31632, 2.10047, -1.84064], [-1.69367, 2.71115, -1.78925]],
  "nbo_charge": [1.429, -0.514, 0.767, -0.712, 0.115, -0.178, -0.123, -0.183, 0.100, -0.465, 0.765, -0.548, -0.735, 0.263, 0.244, 0.259, -0.755, 0.341, -0.114, -0.375, -0.218, 0.065, 0.185, -0.202, -0.115, -0.241, 0.088, -0.489, 0.417, 0.422, 0.228, 0.244, 0.242, 0.245, 0.213, -0.443, -0.553, 0.387, -0.770, -0.225, 0.235, 0.209, 0.226, 0.425, 0.408, 0.432],
  "max_force_ha_per_bohr": 0.0107,
  "homo_energy_ev": -11.1710,
  "mol_weight_da": 482.3,
  "total_charge": 1,
  "e_above_lowest_ev": 0.151
}